A molecular structure, C33H28BrFN5O6PtS4. Source: the OMol25 dataset; level of theory: ωB97M-V/def2-TZVPD.

Each line ends with the Löwdin spin population.
Element x y z (Å)
Pt  -2.782  1.181  -0.142  1.84
Br  -2.162  -7.660  -1.518  0.00
S  -2.620  3.730  -0.471  0.45
S  -2.876  1.218  -2.660  0.45
S  -3.165  3.294  -4.714  0.04
S  -2.897  5.520  -2.781  0.03
F  3.626  0.212  -2.603  0.00
O  -2.507  1.609  1.854  0.25
O  -2.801  -0.974  -0.418  0.15
O  -1.581  1.505  3.846  0.05
O  -3.146  5.841  -5.383  0.05
O  -0.898  -1.305  0.713  0.01
O  -0.532  1.366  -0.311  0.09
N  2.170  0.745  2.677  0.00
N  7.539  -1.927  -0.329  0.00
N  -6.898  -0.219  0.063  0.00
N  5.554  -0.414  -0.590  0.00
N  -5.015  0.933  -0.039  0.10
C  6.670  0.347  -0.051  0.00
C  -8.530  1.713  -0.028  0.00
C  7.712  -0.655  0.463  0.00
C  -0.104  1.243  2.039  0.00
C  -1.928  -3.153  -0.371  0.01
C  -5.552  -0.260  0.043  0.01
C  -2.068  -5.829  -1.052  0.00
C  -7.278  1.108  -0.011  0.00
C  1.626  0.828  0.347  0.01
C  -2.828  -4.909  -1.756  0.00
C  -8.545  3.090  -0.105  0.00
C  -1.467  1.481  2.641  0.02
C  4.238  0.039  -0.309  0.00
C  -1.167  -4.093  0.317  0.00
C  3.199  -0.973  4.138  0.00
C  7.291  -1.611  -1.775  0.00
C  -3.126  5.059  -4.484  0.02
C  2.006  0.676  -0.985  0.00
C  5.892  -0.984  -1.887  0.00
C  -6.118  3.223  -0.138  0.01
C  2.566  0.600  1.358  0.00
C  3.860  0.191  1.015  0.00
C  -1.820  -1.704  0.016  0.01
C  -7.355  3.831  -0.157  0.00
C  -2.836  3.907  -2.123  0.19
C  -2.759  -3.570  -1.404  0.00
C  -6.085  1.831  -0.069  0.01
C  0.232  1.171  0.648  0.01
C  0.885  1.039  2.954  0.00
C  -2.960  2.851  -3.042  0.20
C  3.087  0.503  3.793  0.00
C  -1.239  -5.436  -0.012  0.00
C  3.281  0.308  -1.298  0.00
H  -0.524  -3.753  1.117  0.00
H  -3.462  -5.237  -2.567  0.00
H  4.055  0.938  3.542  0.00
H  5.159  -1.748  -2.141  0.00
H  3.875  -1.114  4.981  0.00
H  2.224  -1.375  4.414  0.00
H  8.736  -0.314  0.316  0.00
H  7.379  -2.528  -2.353  0.00
H  -4.980  -1.171  0.077  0.00
H  -7.411  4.910  -0.208  0.00
H  7.107  1.002  -0.815  0.00
H  0.623  1.105  4.003  0.00
H  5.911  -0.252  -2.699  0.00
H  -3.343  -2.836  -1.941  0.00
H  -9.493  3.609  -0.121  0.00
H  7.563  -0.916  1.509  0.00
H  3.570  -1.554  3.294  0.00
H  4.569  -0.068  1.787  0.00
H  8.087  -0.929  -2.074  0.00
H  6.343  0.984  0.766  0.00
H  1.280  0.863  -1.765  0.00
H  2.708  1.071  4.641  0.00
H  -0.661  -6.172  0.529  0.00
H  -5.209  3.801  -0.165  0.01
H  -7.503  -1.020  0.122  0.00
H  6.708  -2.402  0.033  0.00
H  -9.443  1.137  0.019  0.00
H  8.341  -2.546  -0.209  0.00

Values from the calculation:
Frontier orbital gap (spin up / spin down): 5.757 / 6.045 eV
2S+1: 5
E_tot: -6385.26722 Ha
Charge: +1
E_LUMO (spin up / spin down): -0.121 / -0.156 Eh
⟨S²⟩: 6.024

A molecular structure, C33H28ClIN2O2PPd. Source: the OMol25 dataset; level of theory: ωB97M-V/def2-TZVPD.

Each line ends with the natural charge from an NBO analysis.
Element x y z (Å)
I  -1.412  -4.420  -2.778  0.17
Pd  -0.106  -0.778  0.511  0.70
Cl  3.899  -3.769  -4.686  0.01
P  -1.087  1.040  -0.107  1.30
O  -0.754  0.497  4.457  -0.45
O  -0.397  -1.921  -1.135  -0.77
N  -0.242  -0.323  2.466  -0.51
N  1.981  -0.614  -1.088  -0.49
C  2.649  -3.214  -3.620  -0.05
C  1.442  -3.852  -3.601  -0.22
C  -2.238  4.405  1.823  -0.17
C  1.368  -2.112  3.222  -0.23
C  1.773  3.027  -3.063  -0.17
C  -4.359  1.353  -2.496  -0.19
C  1.496  -3.235  4.250  -0.61
C  1.559  -2.670  1.815  -0.61
C  3.112  0.048  -1.082  0.05
C  2.888  -2.096  -2.780  -0.10
C  0.405  -3.412  -2.761  -0.26
C  4.206  -0.293  -1.897  -0.25
C  -0.695  0.667  3.139  0.61
C  0.051  1.428  -2.573  -0.17
C  4.094  -1.366  -2.738  -0.13
C  -2.042  4.142  3.168  -0.18
C  1.847  -1.672  -1.922  0.08
C  0.941  1.991  -3.469  -0.20
C  -3.154  1.616  -1.871  -0.19
C  -0.004  -1.463  3.383  -0.09
C  -1.923  3.442  0.878  -0.17
C  0.564  -2.329  -1.912  0.37
C  -1.206  1.945  2.623  -0.05
C  -3.294  -0.502  -0.716  -0.10
C  -0.250  -0.825  4.756  -0.09
C  1.719  3.499  -1.760  -0.23
C  -5.034  0.168  -2.231  -0.17
C  0.830  2.937  -0.855  -0.13
C  -0.013  1.907  -1.264  -0.43
C  -1.532  2.919  3.565  -0.16
C  -2.624  0.692  -0.968  -0.44
C  -4.501  -0.758  -1.348  -0.22
C  -1.406  2.204  1.254  -0.37
H  -0.762  -2.222  3.156  0.21
H  0.665  -0.710  5.339  0.21
H  -5.972  -0.038  -2.727  0.23
H  -2.619  2.528  -2.106  0.22
H  1.452  -2.871  5.277  0.21
H  -1.383  2.711  4.614  0.25
H  -2.637  5.358  1.505  0.24
H  -2.080  3.663  -0.169  0.23
H  0.702  -3.971  4.114  0.21
H  -2.858  -1.245  -0.058  0.22
H  1.276  -4.703  -4.247  0.25
H  2.367  4.307  -1.446  0.23
H  5.116  0.288  -1.849  0.23
H  1.603  -1.887  1.033  0.19
H  0.787  -3.402  1.560  0.23
H  0.989  1.619  -4.483  0.23
H  -4.768  2.066  -3.199  0.23
H  2.467  3.468  -3.767  0.23
H  2.132  -1.353  3.420  0.21
H  3.177  0.899  -0.413  0.19
H  -2.288  4.888  3.911  0.24
H  -5.013  -1.692  -1.161  0.23
H  2.447  -3.753  4.129  0.23
H  2.525  -3.167  1.725  0.25
H  4.915  -1.661  -3.378  0.24
H  -0.583  0.605  -2.883  0.24
H  0.796  3.307  0.162  0.21
H  -1.006  -1.333  5.349  0.22

Values from the calculation:
Frontier orbital gap: 6.056 eV
E_tot: -2761.28333 Ha
Charge: +1
E_LUMO: -0.133 Eh
Relative energy (zero: lowest compared OMol25 entry of this formula, charge and spin): 0.0 kcal per mole

A molecular structure, C33H28N9O6S2Sc. Source: the OMol25 dataset; level of theory: ωB97M-V/def2-TZVPD.

Each line ends with the Löwdin charge.
Element x y z (Å)
Sc  0.469  0.166  0.715  0.82
S  1.155  -2.172  -1.993  1.10
S  -0.351  2.609  1.546  0.67
O  0.953  -2.225  -0.363  -0.54
O  0.947  1.954  1.736  -0.33
O  -0.223  -1.493  -0.031  -0.32
O  1.916  0.582  -0.579  -0.15
O  -0.343  -0.386  2.380  -0.13
O  -1.260  2.534  2.650  -0.26
N  -0.415  0.297  -2.368  0.12
N  -0.926  1.841  0.216  -0.11
N  -1.120  -3.687  -1.778  -0.08
N  1.093  8.300  0.704  0.09
N  2.185  -0.843  1.557  -0.06
N  -1.495  -1.737  -2.672  0.04
N  -2.689  1.790  -1.276  0.13
N  -2.274  3.692  0.090  0.11
N  3.276  -0.744  0.724  0.09
C  5.710  0.120  -3.644  -0.10
C  -1.234  -0.415  -3.121  -0.27
C  -0.538  -2.577  -2.248  -0.44
C  -0.407  -4.755  -1.137  0.00
C  -0.115  1.520  -2.766  -0.12
C  -4.134  3.685  -1.381  -0.06
C  -0.222  6.620  1.823  -0.02
C  4.067  0.072  -1.396  -0.15
C  -1.983  2.442  -0.327  -0.46
C  4.990  -0.948  -1.615  -0.03
C  -1.456  1.300  -4.734  -0.05
C  -3.744  2.409  -1.762  -0.15
C  -0.581  5.300  1.990  -0.06
C  5.798  -0.924  -2.737  -0.09
C  -0.081  -1.207  3.334  -0.31
C  4.832  1.164  -3.405  -0.09
C  -2.707  -2.329  -2.463  0.02
C  0.333  -3.109  5.390  -0.12
C  1.029  4.645  0.329  -0.05
C  1.334  -2.848  4.486  -0.06
C  4.013  1.137  -2.293  -0.03
C  -0.862  -2.387  5.319  -0.10
C  -1.788  0.021  -4.315  0.00
C  1.174  -1.900  3.460  -0.13
C  0.771  6.974  0.905  -0.33
C  1.390  5.968  0.156  -0.03
C  0.047  4.319  1.244  -0.30
C  -1.064  -1.464  4.328  -0.01
C  3.032  -0.014  -0.335  -0.47
C  -2.471  -3.544  -1.898  0.00
C  -0.611  2.065  -3.946  -0.03
C  2.262  -1.651  2.563  -0.04
C  -3.320  4.289  -0.431  -0.12
H  -4.310  1.855  -2.505  0.10
H  5.050  -1.756  -0.905  0.11
H  -1.640  -2.561  6.053  0.10
H  -3.630  -1.834  -2.694  0.14
H  0.832  8.936  1.441  0.09
H  -3.151  -4.301  -1.568  0.13
H  -5.004  4.170  -1.790  0.09
H  -0.706  7.394  2.402  0.11
H  -2.425  -0.623  -4.902  0.12
H  -1.979  -0.892  4.262  0.11
H  6.500  -1.725  -2.913  0.10
H  -0.951  -5.689  -1.248  0.10
H  -1.336  4.998  2.695  0.11
H  4.784  1.998  -4.092  0.10
H  2.156  6.238  -0.556  0.11
H  0.555  2.068  -2.113  0.10
H  -3.509  5.294  -0.069  0.11
H  2.271  -3.386  4.549  0.11
H  -0.273  -4.534  -0.074  0.11
H  -1.840  1.681  -5.669  0.11
H  6.316  0.117  -4.539  0.10
H  0.587  -4.839  -1.580  0.09
H  3.209  -2.176  2.740  0.13
H  -0.336  3.064  -4.246  0.11
H  1.521  3.854  -0.216  0.11
H  0.465  -3.852  6.162  0.09
H  3.321  1.944  -2.104  0.11
H  1.994  8.486  0.292  0.09

Values from the calculation:
Frontier orbital gap: 6.378 eV
E_tot: -3775.72556 Ha
Charge: 0
E_LUMO: -0.014 Eh
Relative energy (zero: lowest compared OMol25 entry of this formula, charge and spin): 19.0 kcal per mole

Q: The lowest E_tot belongs to which entry?
A: C33H28BrFN5O6PtS4

Q: E_tot of number 1 (C33H28BrFN5O6PtS4)?
A: -6385.26722 Ha

Q: The highest E_tot belongs to which entry?
A: C33H28ClIN2O2PPd